No. 1
Density functional theory data (ωB97M-V with the def2-TZVPD basis set) for C26H44F6N6O6P3W as an isolated structure at a distorted geometry.

```
! wB97M-V def2-TZVPD RIJCOSX def2/J DEFGRID3
* xyz 4 2
W 0.35 -0.32 0.75
O -1.36 -0.54 1.54
C -2.11 -1.52 2.07
C -3.16 -1.18 2.89
C -3.94 -2.20 3.44
C -3.69 -3.54 3.16
C -2.68 -3.88 2.29
C -1.88 -2.87 1.72
C -1.08 -3.14 0.60
N -0.30 -2.23 0.05
N -0.06 -2.42 -1.29
C -0.05 -1.27 -1.87
O -0.18 -0.15 -1.14
C 0.10 -1.27 -3.32
C -0.25 -0.13 -4.09
C -0.04 -0.15 -5.43
C 0.51 -1.32 -6.06
C 0.87 -2.46 -5.30
C 0.64 -2.45 -3.96
H -3.35 -0.14 3.12
H -4.76 -1.93 4.10
H -4.31 -4.31 3.60
H -2.50 -4.92 2.02
H -1.19 -4.07 0.04
H -0.67 0.74 -3.60
H -0.30 0.71 -6.04
H 0.64 -1.33 -7.13
H 1.28 -3.33 -5.79
H 0.85 -3.33 -3.36
C -2.28 2.63 -1.16
N -1.17 3.46 -0.64
C -1.23 4.87 -1.08
P -0.40 3.07 0.71
O -0.31 1.53 0.87
O 1.12 3.58 0.55
P 2.40 3.19 -0.35
O 2.09 1.65 -0.64
N 2.42 4.01 -1.72
C 2.64 5.47 -1.68
C 2.07 3.47 -3.04
N 3.65 3.54 0.57
C 4.96 3.94 0.01
C 3.70 3.18 2.00
N -0.91 3.71 2.07
C -1.87 4.84 2.15
C -0.14 3.47 3.31
H -3.25 3.03 -0.85
H -2.19 1.61 -0.81
H -2.23 2.65 -2.24
H -2.18 5.33 -0.81
H -1.14 4.90 -2.17
H -0.42 5.45 -0.65
H 2.94 5.80 -0.69
H 1.72 5.99 -1.96
H 3.42 5.75 -2.39
H 1.70 2.45 -2.96
H 2.95 3.48 -3.69
H 1.30 4.10 -3.48
H 4.88 4.21 -1.04
H 5.67 3.11 0.10
H 5.34 4.79 0.57
H 2.73 2.80 2.33
H 3.96 4.06 2.58
H 4.45 2.41 2.15
H -2.46 4.91 1.24
H -1.34 5.78 2.31
H -2.55 4.66 2.98
H 0.51 2.60 3.20
H -0.83 3.30 4.13
H 0.47 4.34 3.55
C 2.61 -2.92 1.66
C 1.62 -2.74 2.79
O 0.69 -1.59 2.59
C 0.51 -0.83 3.85
C -0.16 -1.68 4.90
H 3.24 -3.77 1.90
H 3.26 -2.05 1.56
H 2.12 -3.14 0.72
H 2.15 -2.53 3.71
H 0.99 -3.61 2.92
H -0.09 0.04 3.60
H 1.50 -0.50 4.17
H -1.10 -2.10 4.55
H -0.37 -1.05 5.77
H 0.48 -2.49 5.25
F 1.66 0.50 1.77
P 3.31 0.52 -1.20
F 4.23 1.56 -1.90
F 3.95 0.59 0.23
F 4.07 -0.79 -1.51
F 2.34 0.25 -2.41
F 1.97 -0.88 -0.19
*
```

Calculated values
Largest force on an atom (eV/A): 2.4
Energy above the lowest of the compared OMol25 structures with the same formula, charge and spin (eV): 1.186
E_LUMO (alpha / beta) (eV): -13.11 / -14.42

No. 2
Density functional theory data (ωB97M-V with the def2-TZVPD basis set) for C26H44IN2O2Si as an isolated structure at a distorted geometry.

```
! wB97M-V def2-TZVPD RIJCOSX def2/J DEFGRID3
* xyz -1 1
C 6.62 2.56 3.16
C 6.77 1.58 1.98
C 5.59 0.60 1.85
C 5.43 0.16 0.40
O 4.65 -1.04 0.28
C 3.40 -0.85 -0.32
C 3.39 -0.35 -1.78
C 2.50 0.84 -2.10
C 1.04 0.47 -2.35
C 0.18 1.62 -2.87
C -0.14 2.65 -1.77
C -1.28 2.16 -0.87
C -2.65 2.10 -1.58
C -3.82 2.72 -0.78
C -5.05 1.79 -0.65
Si -4.92 0.62 0.82
C -5.64 1.38 2.40
C -3.13 0.19 1.22
C -5.78 -1.05 0.53
C -5.13 -2.00 -0.26
C -5.70 -3.25 -0.47
C -6.92 -3.56 0.12
C -7.60 -2.63 0.90
C -7.01 -1.38 1.10
N 3.28 -1.53 -2.66
C 2.68 -2.60 -1.91
O 2.31 -3.63 -2.37
C 2.65 -2.18 -0.44
C 2.93 -3.30 0.56
C 1.74 -3.48 1.47
N 0.60 -3.81 1.02
H 5.73 2.38 3.77
H 6.61 3.58 2.78
H 7.51 2.51 3.79
H 6.89 2.13 1.04
H 7.70 1.03 2.11
H 5.74 -0.24 2.52
H 4.71 1.19 2.14
H 4.98 1.01 -0.14
H 6.45 -0.09 -0.07
H 2.85 -0.19 0.37
H 4.39 0.03 -2.00
H 2.91 1.32 -2.99
H 2.63 1.56 -1.28
H 1.02 -0.35 -3.07
H 0.60 0.08 -1.42
H -0.75 1.19 -3.25
H 0.70 2.14 -3.68
H -0.33 3.65 -2.17
H 0.75 2.70 -1.13
H -0.99 1.17 -0.52
H -1.35 2.77 0.03
H -2.91 1.06 -1.78
H -2.53 2.61 -2.54
H -4.10 3.65 -1.28
H -3.48 3.00 0.22
H -5.91 2.45 -0.47
H -5.23 1.29 -1.61
H -6.03 0.57 3.02
H -6.46 2.07 2.21
H -4.82 1.89 2.90
H -2.66 -0.10 0.28
H -2.59 1.03 1.64
H -3.06 -0.69 1.86
H -4.17 -1.78 -0.72
H -5.18 -3.98 -1.08
H -7.36 -4.54 -0.01
H -8.55 -2.87 1.34
H -7.50 -0.64 1.72
H 4.25 -1.85 -2.72
H 1.61 -1.87 -0.31
H 3.78 -3.08 1.21
H 3.08 -4.26 0.06
H 1.85 -3.29 2.55
H -0.07 -3.88 1.79
I 8.30 -1.16 0.25
*
```

Calculated values
Largest force on an atom (eV/A): 2.3
E_LUMO (eV): 1.99

No. 3
Density functional theory data (ωB97M-V with the def2-TZVPD basis set) for a 9-piece molecular cluster, C26H44O28S5 overall at a distorted geometry.

```
! wB97M-V def2-TZVPD RIJCOSX def2/J DEFGRID3
* xyz 0 1
O -4.55 -2.78 5.96
S -3.58 -2.25 6.85
O -3.93 -2.07 8.21
O -1.99 -2.81 6.62
C -1.03 -1.88 7.09
C -1.77 -0.56 6.92
O -2.95 -0.89 6.25
H -0.75 -2.14 8.11
H -0.07 -1.93 6.58
H -1.16 0.24 6.50
H -2.20 -0.25 7.87
O 3.08 -3.90 -3.22
S 4.35 -3.38 -3.71
O 4.48 -2.10 -4.45
O 5.70 -3.44 -2.73
C 6.93 -3.73 -3.29
C 6.46 -4.84 -4.31
O 5.08 -4.62 -4.67
H 7.36 -2.93 -3.90
H 7.71 -4.14 -2.65
H 6.43 -5.84 -3.88
H 6.99 -4.82 -5.26
O -9.14 -2.01 0.87
S -8.85 -1.89 -0.54
O -8.67 -3.00 -1.40
O -9.75 -0.68 -1.28
C -9.03 0.55 -1.18
C -7.56 0.21 -0.99
O -7.44 -1.17 -0.64
H -9.21 1.24 -2.00
H -9.35 1.20 -0.36
H -7.13 0.80 -0.18
H -6.91 0.35 -1.86
O 6.54 -5.58 1.04
S 6.18 -5.54 2.49
O 6.64 -6.62 3.35
O 6.58 -4.06 3.08
C 5.47 -3.39 3.72
C 4.29 -4.32 3.72
O 4.58 -5.31 2.77
H 5.96 -3.13 4.66
H 5.32 -2.50 3.11
H 3.38 -3.79 3.44
H 4.18 -4.80 4.69
O -0.66 5.48 0.79
S -2.11 5.33 0.62
O -2.91 5.05 1.88
O -2.81 6.59 -0.30
C -2.42 6.52 -1.69
C -2.61 5.05 -1.91
O -2.52 4.32 -0.68
H -3.18 6.96 -2.34
H -1.42 6.88 -1.93
H -1.86 4.71 -2.62
H -3.60 4.76 -2.24
O 6.10 5.92 3.97
C 5.16 5.25 4.42
C 4.21 4.35 3.63
C 3.53 3.50 4.69
C 4.10 4.02 6.14
O 4.95 5.13 5.76
H 3.54 4.99 3.06
H 4.94 4.01 2.90
H 2.45 3.59 4.80
H 3.77 2.45 4.58
H 3.40 4.40 6.89
H 4.81 3.32 6.57
O 3.00 6.77 -2.58
C 3.15 5.94 -3.46
C 2.89 4.43 -3.33
C 2.77 3.98 -4.82
C 3.60 5.03 -5.56
O 3.55 6.21 -4.75
H 3.82 4.12 -2.85
H 2.05 4.23 -2.67
H 2.97 2.93 -5.02
H 1.71 3.98 -5.10
H 4.65 4.73 -5.57
H 3.25 5.39 -6.53
O -2.98 -1.38 -4.99
C -3.55 -2.41 -5.20
C -3.03 -3.92 -5.04
C -4.40 -4.66 -4.91
C -5.45 -3.67 -5.44
O -4.84 -2.37 -5.64
H -2.59 -4.26 -5.98
H -2.34 -3.92 -4.20
H -4.31 -5.66 -5.33
H -4.58 -4.98 -3.88
H -5.83 -4.04 -6.40
H -6.21 -3.57 -4.67
O 0.84 -0.73 1.38
C -0.33 -0.65 0.95
C -0.96 -0.48 -0.44
C -2.19 -1.19 -0.15
C -2.54 -1.14 1.32
O -1.25 -1.08 1.82
H -0.97 0.61 -0.54
H -0.24 -1.07 -1.02
H -3.04 -0.72 -0.65
H -2.02 -2.22 -0.47
H -3.11 -0.25 1.58
H -3.00 -2.04 1.72
*
```

Calculated values
Largest force on an atom (eV/A): 5.4
E_LUMO (eV): -0.17